{
  "formula": "C4H4Br2O",
  "method": "ωB97M-V/def2-TZVPD",
  "e_lumo_ev": [0.126, -0.565],
  "gap_ev": [8.028, 7.250],
  "de_lowest_kcal_mol": 73.10,
  "total_energy_ev": -146340.6802,
  "multiplicity": 1,
  "homo_energy_ev": [-7.903, -7.815],
  "species": ["C", "C", "C", "C", "O", "Br", "Br", "H", "H", "H", "H"],
  "xyz": [[-0.38342, -1.08178, -1.42469], [0.30857, -0.10350, -0.85297], [-0.88686, 1.36829, 1.41265], [0.90695, -0.21017, 0.48918], [-0.81757, 1.76749, 2.49595], [0.61079, -1.78115, 1.56068], [2.64523, 0.62772, 0.62882], [-0.61152, -0.88388, -2.39000], [-0.60691, -2.12991, -1.00547], [0.21267, 0.88388, -1.36732], [-1.37792, 1.54301, 0.45318]],
  "forces_ev_per_a": [[0.36, -2.30, 2.39], [-0.22, -0.15, 1.17], [2.61, -1.40, -0.18], [-1.15, 1.61, 0.20], [-0.67, 0.25, -0.16], [0.36, 0.60, -0.58], [-0.77, -0.42, 0.15], [-1.48, 0.28, -2.88], [0.72, 1.91, -0.62], [0.99, -0.74, 0.58], [-0.75, 0.34, -0.08]],
  "mulliken_charge": [-0.816, -0.066, 0.232, -0.067, -0.293, -0.092, -0.092, 0.329, 0.201, 0.400, 0.263]
}